The following is a quantum chemistry calculation of a molecular structure, C2H25HgO11 at a distorted geometry, from OMol25.

Results
M   425.8 g/mol
Energy relative to the best compared isomer or geometry (same formula, charge and spin)   2.1504 eV
Net charge   +1
HOMO-LUMO gap   5.4 eV
Total energy   -29166.697 eV

Last column: natural (NBO) charge in e.
Positions of all 39 atoms, in Å:
Hg 19.615 -6.003 11.774  1.643
C 19.967 -9.229 14.236  -0.628
C 19.813 -9.527 12.744  -0.127
O 19.242 -8.274 12.187  -1.036
H 20.749 -8.571 14.511  0.186
H 20.076 -10.140 14.755  0.247
H 19.073 -8.746 14.710  0.186
H 19.209 -10.445 12.665  0.190
H 20.846 -9.629 12.399  0.197
O 21.063 -7.178 10.149  -0.960
H 20.859 -8.084 10.238  0.520
H 21.275 -6.960 9.293  0.500
O 16.824 -9.833 12.543  -0.958
H 16.238 -9.020 12.459  0.479
H 17.731 -9.525 12.762  0.501
O 17.366 -6.003 12.527  -0.972
H 16.623 -5.409 12.283  0.514
H 16.909 -6.836 12.571  0.512
O 18.739 -9.384 9.632  -0.984
H 18.867 -9.426 10.594  0.474
H 18.137 -10.108 9.583  0.493
O 21.408 -10.961 9.804  -0.936
H 21.075 -10.363 9.142  0.482
H 22.275 -10.603 9.917  0.480
O 18.231 -12.891 13.299  -0.956
H 19.002 -12.572 12.839  0.489
H 17.560 -13.150 12.634  0.492
O 20.105 -6.165 14.292  -0.988
H 20.046 -7.036 14.661  0.505
H 19.938 -5.628 15.098  0.506
O 17.019 -11.497 10.463  -0.991
H 17.094 -10.950 11.250  0.494
H 16.100 -11.553 10.292  0.493
O 19.498 -12.607 10.647  -0.976
H 18.691 -12.146 10.682  0.465
H 20.159 -11.980 10.331  0.486
O 17.075 -11.039 15.078  -0.942
H 17.213 -10.167 14.820  0.435
H 17.446 -11.528 14.304  0.487